Record 1
The following is a DFT calculation (ωB97M-V/def2-TZVPD) of 2 unconnected molecules or ions with the total composition C2H9N3O in a non-equilibrium geometry.

## Properties
DFT total energy in Eh: -321.02332
Maximum force in eV/Å: 1.7
Highest occupied orbital energy in eV: -9.29
Orbital gap in eV: 10.33
Total charge: 0
Spin multiplicity: 1
Molecular weight in g/mol: 91.11
LUMO level in eV: 1.045
SMILES: [H]/N=N/N.COC

Each line ends with the Mulliken charge.
Atoms and positions in Å:
C  0.277  -1.614  -0.175  -0.683
C  -0.222  -0.586  1.872  -0.666
O  -0.705  -0.976  0.609  -0.377
H  0.134  -1.452  2.442  0.301
H  0.601  0.134  1.770  0.309
H  -0.199  -1.876  -1.119  0.224
H  0.638  -2.526  0.319  0.310
H  1.121  -0.945  -0.361  0.313
H  -1.052  -0.124  2.402  0.234
N  -0.848  1.592  -0.750  -0.375
N  0.384  1.378  -1.141  0.492
N  0.784  2.079  -2.109  -0.857
H  -1.231  0.854  -0.175  0.272
H  -1.452  2.197  -1.299  0.273
H  1.770  1.866  -2.285  0.228

Record 2
The following is a DFT calculation (ωB97M-V/def2-TZVPD) of a single C6H12 molecule in a non-equilibrium geometry.

## Properties
DFT total energy in Eh: -235.70704
Maximum force in eV/Å: 2.4
Highest occupied orbital energy in eV: -8.06
Orbital gap in eV: 9.13
Total charge: 0
Spin multiplicity: 1
Molecular weight in g/mol: 84.16
LUMO level in eV: 1.064
SMILES: C=C(CC)CC

Each line ends with the Mulliken charge.
Atoms and positions in Å:
C  0.746  -1.736  1.037  -1.128
C  -0.566  -0.916  0.931  -0.394
C  -0.246  0.461  0.346  0.404
C  -0.760  1.552  0.965  -0.950
C  0.630  0.770  -0.868  -0.479
C  0.015  0.123  -2.128  -1.135
H  0.743  -2.659  1.615  0.349
H  1.439  -1.013  1.476  0.325
H  1.105  -2.005  0.036  0.220
H  -1.284  -1.309  0.207  0.313
H  -0.840  -0.719  1.969  0.344
H  -1.836  1.845  0.982  0.189
H  -0.230  2.519  1.059  0.330
H  1.685  0.452  -0.817  0.306
H  0.639  1.854  -0.954  0.384
H  -0.999  0.541  -2.087  0.330
H  0.095  -0.966  -2.046  0.228
H  0.468  0.311  -3.117  0.363

Record 3
The following is a DFT calculation (ωB97M-V/def2-TZVPD) of 19 unconnected molecules or ions with the total composition C23H49Cl36IO2P in a non-equilibrium geometry.

## Properties
DFT total energy in Eh: -18262.08530
Maximum force in eV/Å: 2.1
Highest occupied orbital energy in eV: -4.09
Orbital gap in eV: 5.51
Total charge: -1
Spin multiplicity: 1
Molecular weight in g/mol: 1791.83
LUMO level in eV: 1.417

Each line ends with the Mulliken charge.
Atoms and positions in Å:
C  1.453  -1.114  1.998  -0.893
C  2.106  -2.487  1.850  -0.472
C  1.780  -3.301  0.593  -0.714
I  -0.340  -3.451  0.211  0.071
C  2.524  -2.943  -0.725  0.146
C  4.024  -2.528  -0.637  -0.561
O  4.281  -1.660  -1.715  -0.514
P  2.818  -0.653  -1.848  1.157
O  1.870  -2.157  -1.674  -0.439
H  0.421  -1.073  1.658  0.136
H  2.002  -0.314  1.512  0.294
H  1.440  -0.865  3.066  0.202
H  3.185  -2.368  1.927  0.314
H  1.818  -3.089  2.715  0.346
H  2.083  -4.322  0.812  0.490
H  2.567  -3.927  -1.224  0.342
H  4.638  -3.436  -0.653  0.328
H  4.365  -1.980  0.251  0.230
H  3.561  0.580  -1.776  -0.478
H  2.884  -0.756  -3.288  -0.282
H  1.552  0.073  -1.933  -0.064
H  2.765  -0.594  -0.396  -0.524
C  4.967  3.525  -1.002  -0.063
Cl  4.616  2.517  -2.399  -0.011
Cl  5.573  2.577  0.372  -0.187
H  5.722  4.254  -1.273  -0.056
H  4.055  4.026  -0.698  0.302
C  2.459  3.380  -5.736  -0.018
Cl  3.058  1.787  -5.254  -0.097
Cl  3.303  4.697  -4.906  -0.175
H  2.609  3.500  -6.800  -0.059
H  1.403  3.441  -5.499  0.300
C  -1.257  -1.240  4.407  0.386
Cl  -1.980  -0.374  3.051  -0.176
Cl  -0.978  -2.939  4.016  -0.162
H  -0.309  -0.776  4.655  0.364
H  -1.937  -1.181  5.248  -0.394
C  -4.416  1.831  4.433  -0.002
Cl  -3.209  1.441  5.660  -0.106
Cl  -6.034  1.984  5.137  -0.184
H  -4.148  2.771  3.968  0.322
H  -4.428  1.035  3.697  -0.024
C  2.233  1.661  -9.232  -0.284
Cl  0.809  2.025  -8.260  -0.127
Cl  3.049  3.137  -9.779  -0.202
H  2.926  1.086  -8.628  0.278
H  1.927  1.092  -10.101  0.300
C  -4.165  -3.397  1.806  0.121
Cl  -4.269  -4.326  0.302  0.011
Cl  -5.102  -1.898  1.712  -0.190
H  -4.559  -4.001  2.616  0.263
H  -3.124  -3.150  1.992  -0.220
C  -6.427  -3.394  -2.803  0.307
Cl  -5.826  -2.275  -4.031  -0.172
Cl  -8.174  -3.216  -2.552  -0.185
H  -6.220  -4.410  -3.126  -0.008
H  -5.921  -3.189  -1.866  0.064
C  -6.891  -7.030  0.780  -0.247
Cl  -6.705  -8.678  0.158  -0.177
Cl  -6.976  -5.850  -0.522  -0.032
H  -7.803  -6.978  1.362  0.347
H  -6.033  -6.794  1.401  0.105
C  8.523  2.444  -4.134  -0.436
Cl  8.188  3.921  -3.217  -0.076
Cl  7.210  2.050  -5.243  -0.103
H  9.430  2.594  -4.708  0.328
H  8.648  1.624  -3.437  0.277
C  -3.240  -6.259  -3.598  -0.393
Cl  -4.671  -6.166  -2.555  -0.064
Cl  -2.562  -4.663  -3.915  -0.123
H  -2.492  -6.864  -3.099  0.237
H  -3.527  -6.713  -4.539  0.316
C  -2.947  -0.690  9.118  -0.609
Cl  -2.859  -1.736  7.696  -0.135
Cl  -3.905  0.767  8.831  -0.002
H  -3.410  -1.250  9.923  0.367
H  -1.943  -0.395  9.397  0.393
C  9.300  7.024  -1.319  -0.211
Cl  7.557  6.796  -1.476  -0.148
Cl  9.901  8.294  -2.393  -0.164
H  9.523  7.301  -0.296  0.297
H  9.793  6.092  -1.574  0.211
C  -7.624  -0.789  9.686  -0.368
Cl  -7.253  0.273  11.055  -0.136
Cl  -6.168  -1.506  8.995  -0.091
H  -8.274  -1.583  10.033  0.328
H  -8.118  -0.204  8.919  0.270
C  4.538  5.035  -12.671  0.322
Cl  4.432  3.898  -14.018  -0.156
Cl  3.694  6.550  -13.028  -0.201
H  4.083  4.582  -11.799  -0.257
H  5.582  5.256  -12.482  0.279
C  -3.852  1.999  12.175  0.571
Cl  -3.126  0.432  12.562  -0.179
Cl  -3.176  3.296  13.174  -0.190
H  -3.657  2.226  11.133  -0.449
H  -4.919  1.942  12.355  0.157
C  3.558  10.050  -11.844  0.245
Cl  3.788  10.305  -10.112  -0.151
Cl  4.916  10.677  -12.788  -0.153
H  3.473  8.986  -12.029  -0.153
H  2.655  10.563  -12.154  0.264
C  -3.175  -10.508  0.578  -0.010
Cl  -2.263  -9.191  -0.162  -0.111
Cl  -2.747  -12.081  -0.113  -0.175
H  -2.957  -10.526  1.639  0.281
H  -4.231  -10.332  0.413  0.014
C  -2.173  4.365  9.694  -0.134
Cl  -3.866  3.946  9.405  -0.130
Cl  -1.657  5.733  8.705  -0.166
H  -2.055  4.624  10.740  0.244
H  -1.559  3.505  9.446  0.243

Record 4
The following is a DFT calculation (ωB97M-V/def2-TZVPD) of a single C4H6N2 molecule in a non-equilibrium geometry.

## Properties
DFT total energy in Eh: -265.36717
Maximum force in eV/Å: 1.1
Highest occupied orbital energy in eV: -9.12
Orbital gap in eV: 9.48
Total charge: 0
Spin multiplicity: 1
Molecular weight in g/mol: 82.11
LUMO level in eV: 0.365

Each line ends with the Mulliken charge.
Atoms and positions in Å:
C  0.820  -0.744  -0.942  -1.384
C  0.802  0.063  0.348  0.422
N  0.840  1.428  0.337  -0.590
C  -0.623  0.563  0.845  -0.247
C  -1.713  0.188  -0.044  0.150
N  -2.616  -0.098  -0.708  -0.376
H  0.262  -0.236  -1.733  0.392
H  1.863  -0.837  -1.258  0.371
H  0.417  -1.752  -0.796  0.325
H  1.299  -0.472  1.179  0.371
H  -0.596  1.690  0.905  0.267
H  -0.756  0.208  1.867  0.299

Record 5
The following is a DFT calculation (ωB97M-V/def2-TZVPD) of 2 unconnected molecules or ions with the total composition C3H4O4 in a non-equilibrium geometry.

## Properties
DFT total energy in Eh: -417.61006
Maximum force in eV/Å: 3.4
Highest occupied orbital energy in eV: -8.87
Orbital gap in eV: 9.10
Total charge: 0
Spin multiplicity: 1
Molecular weight in g/mol: 104.06
LUMO level in eV: 0.231
SMILES: O=C=CO.O=CO

Each line ends with the Mulliken charge.
Atoms and positions in Å:
C  -2.696  -0.861  0.022  0.744
C  -1.837  0.123  0.096  -0.529
C  2.443  0.028  -0.378  0.214
O  -3.546  -1.616  -0.219  -0.346
O  1.687  -0.826  -0.767  -0.599
O  -0.516  0.176  0.605  -0.550
O  2.079  1.016  0.377  -0.472
H  -2.324  1.154  0.024  0.250
H  3.380  0.182  -0.777  0.420
H  0.123  -0.412  0.189  0.429
H  1.208  1.036  0.828  0.439

Record 6
The following is a DFT calculation (ωB97M-V/def2-TZVPD) of 2 unconnected molecules or ions with the total composition C4H10O.

## Properties
DFT total energy in Eh: -233.62457
Maximum force in eV/Å: 0.2
Highest occupied orbital energy in eV: -9.67
Orbital gap in eV: 10.58
Total charge: 0
Spin multiplicity: 1
Molecular weight in g/mol: 74.12
LUMO level in eV: 0.911
SMILES: C=C(C)C.O

Each line ends with the Mulliken charge.
Atoms and positions in Å:
C  -0.849  0.214  1.269  -1.163
C  -0.472  -0.353  -0.073  0.688
C  -0.974  0.415  -1.267  -1.147
C  0.269  -1.457  -0.196  -0.864
O  2.398  1.042  0.028  -0.668
H  -0.450  1.230  1.376  0.307
H  -0.469  -0.397  2.093  0.308
H  -1.940  0.281  1.366  0.333
H  1.791  0.319  -0.188  0.371
H  -2.071  0.422  -1.284  0.353
H  -0.645  1.460  -1.218  0.307
H  -0.619  -0.017  -2.207  0.297
H  0.536  -1.860  -1.170  0.284
H  0.617  -2.007  0.676  0.288
H  2.878  0.709  0.795  0.307

Record 7
The following is a DFT calculation (ωB97M-V/def2-TZVPD) of a single C4H8O2 molecule.

## Properties
DFT total energy in Eh: -307.52120
Maximum force in eV/Å: 0.5
Highest occupied orbital energy in eV: -8.70
Orbital gap in eV: 8.28
Total charge: 0
Spin multiplicity: 1
Molecular weight in g/mol: 88.11
LUMO level in eV: -0.414

Each line ends with the Mulliken charge.
Atoms and positions in Å:
C  -1.724  -0.107  0.806  -0.654
C  0.349  -0.101  -1.322  -0.434
C  1.463  -0.802  -0.671  -0.152
O  2.124  -0.276  0.460  -0.547
C  -0.115  1.053  -0.469  -0.334
O  -0.496  0.601  0.829  -0.406
H  -2.059  -0.196  1.840  0.228
H  -1.621  -1.113  0.374  0.283
H  -2.482  0.439  0.227  0.305
H  2.223  -0.933  -1.457  0.386
H  1.096  -1.837  -0.497  0.271
H  1.443  -0.083  1.121  0.384
H  -0.945  1.622  -0.907  0.370
H  0.744  1.732  -0.335  0.300

Record 8
The following is a DFT calculation (ωB97M-V/def2-TZVPD) of a single CH3NOP2S molecule in a non-equilibrium geometry.

## Properties
DFT total energy in Eh: -1250.76837
Maximum force in eV/Å: 5.6
Highest occupied orbital energy in eV: -9.27
Orbital gap in eV: 8.74
Total charge: 0
Spin multiplicity: 1
Molecular weight in g/mol: 139.06
LUMO level in eV: -0.531
SMILES: C1N=POPS1

Each line ends with the Mulliken charge.
Atoms and positions in Å:
C  -0.142  -0.963  -0.786  -0.386
N  0.838  -0.201  -1.164  -0.202
O  0.860  1.717  0.542  -0.425
P  1.549  1.133  -0.781  0.174
P  -0.878  1.184  1.460  0.291
S  -1.728  -0.045  0.115  -0.157
H  -0.638  -1.531  -1.562  0.355
H  0.015  -1.612  0.213  0.277
H  0.124  0.318  1.961  0.073

What is the formula in the seventh record?
C4H8O2

maximum force of number 3 (C23H49Cl36IO2P)?
2.1 eV/Å

Look up the total charge of the fifth one.
0